# 1
ORCA calculation (wB97M-V/def2-TZVPD) on a structure of composition C28H52CeP2 at a distorted geometry.

Results
- HOMO (spin up / spin down): -0.5024 / -0.5024 hartree
- E_tot: -61369.645 eV
- Total charge: +2
- HOMO-LUMO gap (spin up / spin down): 6.41 / 6.81 eV

Last column: Mulliken charge in e.
Positions of all 83 atoms, in Å:
C1 2.92546 2.45117 1.00897  -1.383
H1 -1.42391 -3.85125 1.39064  0.320
H2 -2.76696 1.22969 -0.62879  0.388
C2 -0.50287 -2.50079 2.78423  0.358
C3 1.09966 1.84162 -1.14756  -1.155
H3 1.98184 -1.13869 -4.35310  0.471
C4 -1.52774 2.72288 4.72198  -1.456
H4 -1.94866 -4.05596 3.07892  0.391
H5 -1.98291 3.59464 2.84439  0.373
H6 -2.55140 -2.68906 2.12508  0.393
H7 0.60212 -3.69904 0.49014  0.280
C5 0.85255 -2.53587 2.28925  0.605
H8 -1.39909 1.75990 5.23117  0.163
C6 0.61878 -0.92868 -6.07988  -1.039
H9 -1.51708 -2.60879 -1.55162  0.547
C7 -3.26061 1.90988 3.07326  -1.339
H10 2.15990 3.06794 1.50089  0.385
H11 2.18894 -2.90706 0.63513  0.293
C8 0.76210 -1.00898 4.04770  0.661
H12 -3.29598 -0.46346 -0.58191  0.450
H13 -1.57210 2.36093 -5.62610  0.450
C9 -0.92975 1.47357 -5.52513  -1.441
H14 0.93561 -0.63055 6.14204  0.368
H15 2.14696 1.26437 -3.83913  0.708
C10 -0.78058 -1.90258 -1.96085  -0.589
C11 -1.64840 -0.82370 -4.84424  -0.906
C12 -1.63153 0.50232 -4.61901  0.094
H16 -2.58180 -1.85467 4.45121  0.382
Ce1 -0.03692 -0.23667 1.62554  -0.581
P1 2.13241 1.03095 0.18105  1.008
H17 -0.59898 3.29418 4.83255  0.396
H18 2.24863 0.07258 5.15304  0.399
H19 4.22139 -0.16801 0.06075  0.447
H20 3.49760 3.07628 0.30909  0.455
H21 -2.30000 0.94779 -3.87100  0.748
C13 1.37696 0.89685 -4.52730  -0.499
H22 3.61088 -1.92555 3.82888  0.383
H23 -4.02215 2.48087 3.61885  0.474
C14 -1.70014 -1.28945 4.77401  -1.402
H24 1.24429 -1.72265 -6.51389  0.433
H25 0.93641 2.49046 -5.90789  0.455
H26 -1.43646 -1.58826 5.80443  0.347
C15 1.34409 -0.40386 -4.86890  -0.216
C16 -0.79832 1.89116 2.42217  -0.801
H27 3.09887 -0.70771 -1.20362  0.326
C17 3.49175 0.17993 -0.68652  -1.355
H28 -1.27943 -1.63126 -6.80883  0.386
C18 1.17402 -0.13634 5.18640  -1.454
C19 0.07883 0.96793 -1.90512  -0.208
H29 -0.90951 2.21232 1.36359  0.367
H30 4.00405 0.82795 -1.41337  0.467
C20 -1.89306 2.57099 3.24840  0.687
C21 1.38536 -3.40431 1.19981  -1.463
H31 -0.84593 1.07694 -6.54695  0.359
H32 -0.94425 -1.83118 -3.04582  -0.423
H33 3.38026 -0.32500 3.10744  0.342
H34 -3.09462 0.35472 -2.15616  0.333
H35 0.57108 2.68246 -0.67036  0.353
H36 1.82667 2.26309 -1.86177  0.674
C22 -2.68744 0.25956 -1.14271  -1.266
H37 -3.55726 1.87664 2.01864  0.271
H38 0.21198 2.14777 2.79935  0.361
C23 0.46761 1.96584 -5.05595  -0.582
H39 -1.97607 -0.22425 4.80081  0.106
H40 -0.64058 -2.58712 -5.48645  0.349
C24 1.63142 -1.59876 3.06796  0.652
H41 0.65860 0.83325 5.18606  0.197
H42 -2.42676 -1.44615 -4.38533  0.714
H43 -3.27895 0.88187 3.45899  0.239
C25 3.10990 -1.38769 3.00497  -1.438
H44 0.22971 -2.31305 -1.80344  0.283
H45 0.32259 2.72931 -4.27123  0.269
H46 3.59652 2.07398 1.79288  0.413
H47 3.53658 -1.74427 2.06055  0.297
H48 -0.59694 1.61376 -2.47819  0.877
P2 -0.95881 -0.31290 -1.06624  0.941
C26 -1.66270 -3.31326 2.31524  -1.581
H49 1.81095 -4.32497 1.62960  0.392
C27 -0.77427 -1.54832 -5.83090  -0.698
H50 0.54807 -0.16730 -6.86999  0.346
H51 0.59382 0.34432 -2.64107  -0.813
H52 -2.32576 3.26887 5.24058  0.471
C28 -0.54852 -1.55411 3.86977  0.989

# 2
ORCA calculation (wB97M-V/def2-TZVPD) on a structure of composition C34H68O43S6 at a distorted geometry.

Results
- HOMO: -0.3652 hartree
- E_tot: -189408.466 eV
- HOMO-LUMO gap: 9.92 eV

Last column: Mulliken charge in e.
Positions of all 151 atoms, in Å:
H1 2.00476 -0.51600 -1.84192  0.191
H2 -5.26109 1.54373 -1.99533  0.173
H3 1.85813 2.48143 4.37778  -0.153
H4 -1.35985 -0.49916 -2.53542  -0.299
H5 2.98826 1.24099 -2.76470  0.169
H6 7.82747 3.74355 -0.98884  0.223
C1 4.03324 -5.05946 -5.39411  -0.861
O1 3.15034 -4.21874 2.91871  -0.595
O2 -1.55281 -5.14201 -3.87434  -0.388
O3 -5.74905 2.19691 2.09472  -0.714
O4 -0.14469 6.94464 -2.78144  -0.627
O5 -0.37293 2.18084 0.09620  -0.142
O6 -0.45016 5.76240 -0.59552  -0.229
H7 3.94634 -6.09392 -5.71872  0.381
S1 -0.16089 5.63694 -2.14654  1.030
H8 -0.23100 6.23320 2.73313  -0.035
C2 -1.73219 -1.77526 2.05777  0.287
H9 -2.24109 -4.06493 0.13045  0.394
S2 -1.11909 -3.59333 3.52937  1.146
C3 5.24016 2.43862 0.34644  0.722
H10 -6.31528 -3.10598 -3.93808  0.295
H11 -3.46626 5.07861 -1.84947  0.320
H12 -5.92380 -3.18366 -5.70041  0.220
C4 2.42112 1.54484 -3.64246  -0.601
O7 0.44073 0.16325 -4.58705  -0.505
H13 -0.75914 -1.55777 1.60928  -0.151
H14 4.52207 -5.06096 -0.96974  0.109
C5 2.58899 -4.21269 -0.42770  0.248
O8 -2.70434 4.74800 2.89702  -0.375
O9 6.49668 2.93097 0.24718  -0.377
O10 0.18396 -4.00174 3.06102  -0.475
H15 1.14189 7.28855 3.12000  0.348
H16 2.30052 -3.01997 -3.41737  -0.636
H17 -2.19497 6.89312 -0.84422  0.405
C6 -3.81553 2.24042 5.30487  -0.458
H18 -5.42069 3.21635 6.17074  0.337
H19 1.81383 -3.15542 4.84608  0.145
C7 6.83575 3.32556 -1.04460  -0.618
H20 -2.39844 3.83694 -1.05265  -0.107
C8 -2.45612 4.83067 -1.48961  0.258
H21 4.95351 -5.72204 -3.53474  0.303
O11 0.57644 6.05417 4.64134  -0.378
O12 4.26089 -3.79735 -3.39370  -0.383
H22 6.80464 2.47319 -1.74125  0.266
H23 1.92145 -0.82553 -0.08137  0.041
H24 5.90397 -4.52335 -4.38431  0.307
C9 2.31687 3.02690 5.20551  -0.122
H25 -6.30736 -1.63677 -4.87882  0.283
H26 -1.37820 -5.42622 -5.85188  0.318
C10 1.31336 4.95834 4.35031  0.822
O13 -1.53230 4.94955 -2.65887  -0.350
H27 -7.46245 1.11324 0.15659  0.340
C11 0.64245 -1.46189 -6.68941  -0.462
H28 -2.62887 -1.13434 3.93737  0.264
O14 1.16730 0.04050 5.38878  -0.326
H29 3.49296 1.26829 2.75165  -0.165
H30 -5.74282 2.80941 4.44387  0.197
H31 2.92494 2.59521 1.66599  0.232
C12 -1.92849 5.89507 -0.46879  -0.310
C13 -5.85005 1.88946 -1.14803  -0.217
H32 -2.33722 -1.24437 -1.27638  0.077
H33 0.11478 3.50971 1.63744  0.465
H34 -3.96884 1.18746 5.07435  0.305
H35 0.67572 -1.48807 -1.15913  -0.337
S3 -4.87785 1.50981 1.16177  0.839
O15 2.14348 -3.49062 0.82378  -0.199
C14 -1.00891 -4.54419 -2.83881  0.452
O16 4.96902 2.10625 1.57217  -0.441
O17 -3.53416 1.04891 1.48815  -0.042
O18 1.49445 4.25183 5.44468  -0.406
O19 -1.83949 -4.67057 -1.78134  -0.431
O20 4.49074 2.32395 -0.59076  -0.489
C15 -1.36618 -4.11634 -0.50482  -0.085
O21 -0.82535 -0.37772 6.82105  -0.579
H36 1.71915 -4.78586 -0.72575  0.199
H37 -0.43996 -4.07104 -5.21219  -0.182
O22 0.56085 0.53320 1.23787  -0.114
H38 -6.44620 2.76058 -1.42416  0.356
H39 0.02284 -0.68840 -7.15802  0.362
C16 -1.64819 -1.16351 3.43546  -0.247
C17 3.84954 -4.96870 -0.09314  -0.222
C18 0.23539 6.84096 3.51823  -0.361
C19 3.15328 -3.23710 -4.09147  0.847
H40 0.08620 -1.97025 -5.91609  -0.030
S4 0.62236 -0.56503 6.75695  1.265
H41 0.09465 -5.76734 -4.87779  0.345
O23 0.59476 0.55413 -0.95647  -0.114
H42 -2.19590 5.79245 0.57885  0.117
C20 1.36404 -0.63614 -0.98209  -0.324
H43 2.07423 -3.94192 -5.79864  0.319
H44 0.97184 -2.14082 -7.46968  0.239
H45 4.38466 -4.48037 -6.24750  0.302
H46 2.88713 -0.51893 4.34218  0.458
C21 -6.59136 0.77547 -0.40709  -0.495
C22 2.66333 -4.35400 -4.98555  0.035
C23 -0.71097 2.84026 1.35149  0.121
H47 -0.65060 -4.81774 -0.06597  0.304
H48 -2.56216 -1.29989 1.52618  0.306
O24 -4.85174 2.41193 -0.12918  -0.177
C24 -0.75146 -5.09896 -5.01683  -0.215
C25 1.52396 -0.02241 -5.07941  0.940
H49 -1.13100 -0.22032 3.59187  0.099
O25 -5.64109 0.27761 0.56632  -0.303
S5 -2.91914 4.33504 4.28391  1.026
H50 -0.46539 7.62623 3.78931  0.267
H51 3.32732 0.92012 0.98788  0.082
O26 0.82112 -2.06325 6.37215  -0.380
C26 -2.36134 -0.76126 -2.24611  0.218
H52 2.80075 2.49210 -4.00405  0.335
H53 -6.83229 -0.06944 -1.05316  0.291
O27 -2.85990 -1.66852 -3.25953  -0.088
C27 -4.15934 -1.72491 -3.41978  0.650
O28 -4.43150 -2.44396 -4.51251  -0.281
H54 2.31719 2.47208 6.15001  0.237
O29 -2.14527 4.83933 5.36099  -0.574
O30 0.02390 -3.93306 -2.78994  -0.039
H55 -0.91615 2.13635 2.15670  -0.383
S6 3.39336 -3.31977 1.80556  1.103
H56 1.36428 1.62456 -3.40003  0.295
O31 -0.88342 -2.17627 4.25006  -0.232
O32 0.95828 4.73330 -2.28251  -0.365
H57 -2.95290 0.14624 -2.17484  0.194
O33 3.75386 -1.93435 1.90149  -0.475
C28 4.87523 -4.81169 -4.14296  -0.473
C29 3.54973 1.67560 1.75080  0.274
O34 1.69297 4.64511 3.25466  -0.527
O35 -2.86708 2.75033 4.21835  -0.198
O36 -4.98945 -1.19611 -2.72161  -0.566
H58 3.68597 -5.90978 0.43597  0.324
C30 -5.01689 3.18101 5.16626  -0.242
O37 -1.90760 -4.43306 4.36220  -0.689
C31 -5.81732 -2.60146 -4.77708  -0.693
H59 2.70767 -3.37993 -1.12780  -0.185
H60 2.01905 -5.03220 -4.44496  -0.147
C32 1.91132 -0.93715 4.58286  0.584
H61 -0.89726 -3.14751 -0.60133  -0.325
O38 4.52463 -4.00043 0.80501  -0.448
H62 6.16864 4.10855 -1.41185  0.275
O39 2.64826 0.57838 -4.70485  -0.355
O40 1.82071 -0.83583 -6.14398  -0.342
H63 3.31693 3.33151 4.90332  0.362
H64 3.38648 -2.29809 -4.62285  0.066
C33 0.28127 1.04729 0.21768  0.530
O41 -1.99654 -3.23481 2.29535  -0.386
C34 1.98746 -2.22561 5.40130  -0.471
H65 -1.62907 3.41336 1.18648  -0.254
O42 1.57098 -0.18193 7.76498  -0.635
H66 1.34448 -1.13417 3.66546  -0.436
H67 -3.34566 2.39886 6.26803  0.333
O43 -4.48360 4.45014 4.71649  -0.347
H68 2.89447 -2.28022 5.99719  0.422

# 3
ORCA calculation (wB97M-V/def2-TZVPD) on the ion C7H13N4O with charge +1 at a distorted geometry.

Results
- Energy above the lowest of the compared OMol25 structures with the same formula, charge and spin: 55.46 kcal/mol
- HOMO: -0.4776 hartree
- E_tot: -15468.238 eV
- Total charge: +1
- HOMO-LUMO gap: 9.63 eV
- SMILES string: CN[C@@]1(n2cnc(C)c2[NH3+])CO1

Last column: natural (NBO) charge in e.
Positions of all 25 atoms, in Å:
C1 -3.61993 -1.64441 -0.12060  -0.648
H1 2.62540 0.72624 -0.10233  0.398
C2 1.16677 0.17034 2.37374  -0.130
C3 -2.15580 -1.42537 -0.15745  0.176
N1 -1.31388 -1.80251 -1.08939  -0.429
H2 -2.60207 0.87668 1.40727  0.447
H3 0.47098 -0.20311 2.97461  0.168
N2 -0.07916 -0.67696 0.29922  -0.373
H4 -4.08510 -0.68368 0.32645  0.195
H5 -3.87511 -2.54506 0.54970  0.251
H6 4.11248 -0.92995 -0.09640  0.235
H7 3.34246 -0.96627 1.61842  0.188
H8 -1.02781 1.05598 1.70386  0.473
H9 0.62153 -1.66624 -1.57119  0.231
H10 2.08905 0.42699 2.84282  0.223
C4 -1.42437 -0.62468 0.69982  0.151
C5 3.27174 -1.08392 0.56038  -0.410
N3 2.18944 -0.12953 0.09927  -0.648
H11 -4.20801 -1.79280 -0.99603  0.267
C6 -0.11839 -1.35664 -0.95409  0.250
O1 0.69251 1.24258 1.46078  -0.509
C7 1.02797 0.02087 0.86058  0.535
N4 -1.75625 0.34432 1.68356  -0.679
H12 3.02080 -2.13312 0.31694  0.207
H13 -2.00287 -0.00694 2.54403  0.430

# 4
ORCA calculation (wB97M-V/def2-TZVPD) on a cluster of 2 separate species, C5H9FSi in total at a distorted geometry.

Results
- Energy above the lowest of the compared OMol25 structures with the same formula, charge and spin: 55.17 kcal/mol
- HOMO: -0.3807 hartree
- E_tot: -15923.757 eV
- HOMO-LUMO gap: 11.25 eV
- SMILES string: C=C[Si@H](C)F.C#C

Last column: natural (NBO) charge in e.
Positions of all 16 atoms, in Å:
H1 1.52824 0.64269 -1.60564  0.194
H2 0.66656 -1.39612 2.13017  -0.229
H3 -1.07151 -1.31033 -0.91129  0.247
Si1 0.96260 -0.07237 1.45468  1.668
H4 -1.35481 1.43771 0.87097  0.274
H5 -0.62652 1.73886 2.45450  0.247
C1 1.71690 -0.33063 -1.30156  -0.333
F1 2.40267 0.46706 1.91289  -0.642
H6 0.08355 2.19709 0.85088  0.247
H7 1.95133 -1.06666 -2.10740  0.184
H8 -3.41754 0.40504 -2.52633  0.242
C2 1.49322 -0.89430 -0.16128  -0.668
C3 -1.69490 -0.63699 -1.51793  -0.242
H9 1.57227 -1.96209 -0.03358  0.212
C4 -2.61701 -0.05284 -1.92850  -0.250
C5 -0.40245 1.33897 1.40136  -1.151

# 5
ORCA calculation (wB97M-V/def2-TZVPD) on an isolated molecule of C6H11NO at a distorted geometry.

Results
- Energy above the lowest of the compared OMol25 structures with the same formula, charge and spin: 86.59 kcal/mol
- HOMO: -0.2919 hartree
- E_tot: -9934.700 eV
- HOMO-LUMO gap: 8.95 eV
- SMILES string: CC1=C(C)[C@H](C)NO1

Last column: natural (NBO) charge in e.
Positions of all 19 atoms, in Å:
H1 -2.99748 -0.34801 0.98106  0.228
H2 1.78545 -0.84754 1.43097  0.190
C1 2.34154 -0.03419 -0.32606  -0.621
C2 -0.23367 0.06470 0.41886  -0.088
C3 -0.55020 1.55831 0.37154  -0.643
H3 -0.35127 1.85852 -0.71082  0.215
C4 -1.13758 -0.88855 0.24987  0.286
H4 2.20639 -0.30165 -1.38186  0.200
H5 0.05024 2.03434 1.11306  0.222
H6 -2.76867 0.22901 -0.56368  0.224
C5 1.24945 -0.68221 0.46838  -0.078
H7 -1.62174 1.64837 0.51221  0.217
C6 -2.58425 -0.61372 0.05076  -0.664
H8 1.12061 -2.41073 -0.86822  0.350
N1 0.80554 -2.05020 0.08560  -0.344
H9 3.31953 -0.42420 -0.10851  0.212
H10 -2.94185 -1.51278 -0.44122  0.234
H11 2.32978 1.00418 -0.14818  0.221
O1 -0.61070 -2.14936 0.28220  -0.362

# 6
ORCA calculation (wB97M-V/def2-TZVPD) on a cluster of 2 separate species, C4H7NO in total at a distorted geometry.

Results
- Energy above the lowest of the compared OMol25 structures with the same formula, charge and spin: 49.65 kcal/mol
- HOMO: -0.3337 hartree
- E_tot: -7797.491 eV
- HOMO-LUMO gap: 10.04 eV
- SMILES string: [H]/N=C/C.C=C=O

Last column: natural (NBO) charge in e.
Positions of all 13 atoms, in Å:
C1 -0.80228 -0.97155 0.54442  0.146
C2 -1.72076 -0.12785 -0.28694  -0.688
H1 -1.25058 0.12039 -1.24284  0.229
O1 0.43630 2.21264 0.74893  -0.482
H2 -1.99418 0.79242 0.23905  0.230
C3 1.19442 1.54598 0.15593  0.722
N1 0.19447 -1.56856 0.03048  -0.638
H3 -2.64311 -0.68528 -0.48800  0.233
C4 2.02999 0.79136 -0.51500  -0.801
H4 0.71134 -2.08840 0.74147  0.341
H5 -1.04893 -1.04221 1.61264  0.153
H6 3.07927 1.04707 -0.53859  0.261
H7 1.64714 -0.12673 -0.95073  0.294